Formula: C14H25N5S2Sc
Source: the OMol25 dataset
Level of theory: the ωB97M-V functional and the def2-TZVPD basis

Structure (ORCA input):
```
! RIJCOSX wB97M-V def2-TZVPD def2/J DEFGRID3
* xyz 3 1
H -4.41 -2.11 2.23
N -4.49 -0.49 -0.17
S 1.43 -1.08 1.89
H -0.57 -0.62 -3.89
H 1.25 1.13 -4.01
C -2.65 -1.38 1.26
N 1.92 -0.15 -0.91
C 1.98 -0.13 -2.39
H -2.17 -0.13 -3.26
C -3.31 0.95 -1.35
S -0.37 1.20 -2.29
H 3.62 -1.88 1.50
H 2.37 -2.18 -0.66
H 1.13 1.96 1.70
N -2.41 0.15 -0.66
H 0.23 -3.16 2.31
H -1.31 0.92 -4.42
H -3.01 -2.28 4.38
H -5.52 0.93 -1.46
Sc -0.31 0.03 0.15
H -0.54 -1.38 3.74
H 1.47 -1.03 -2.76
C -1.40 -1.49 3.08
C -4.58 0.53 -1.10
C -1.02 1.79 1.42
H 1.82 2.05 -2.57
H 1.61 -3.42 1.21
H 2.28 0.76 -0.57
C -3.16 -0.73 0.08
H 0.48 2.78 0.19
C -2.64 -1.95 3.42
H 3.80 -1.14 -0.93
C 1.26 -2.88 2.10
H -1.90 2.25 0.94
H -5.28 -1.01 0.22
H -3.01 1.77 -1.99
H -1.26 1.43 2.43
C 0.28 2.07 1.01
C -1.19 0.23 -3.58
N -1.38 -1.16 1.73
H 1.89 -3.13 2.96
C 1.31 1.14 -2.92
C 2.83 -1.21 -0.41
C 3.04 -1.05 1.09
H 3.03 -0.16 -2.73
H 3.50 -0.09 1.35
N -3.43 -1.85 2.29
*
```

Calculated values
F_max ... 4.2 eV Å⁻¹
E ... -2378.42963 Ha
HOMO level ... -18.23 eV
E_LUMO ... -11.7 eV
HOMO-LUMO gap ... 6.4908 eV

Here are the Löwdin charges for atoms 1 to 2, given in e:
1. H 0.19
2. N 0.17

Formula: C14H26AlClF5N5S2
Source: the OMol25 dataset
Level of theory: the ωB97M-V functional and the def2-TZVPD basis

Structure (ORCA input):
```
! RIJCOSX wB97M-V def2-TZVPD def2/J DEFGRID3
* xyz 0 1
C 2.05 -0.57 -0.72
Al -4.70 -3.66 -3.01
H -2.91 -2.53 2.32
N 1.84 2.31 2.37
F -4.48 -5.20 -3.78
H -1.12 -0.44 0.11
C -3.14 -1.18 0.60
C -0.55 2.78 1.54
C 1.30 -0.11 -2.02
F -4.65 -2.40 -4.19
H -3.75 -2.01 0.21
N 0.55 2.01 2.17
H 3.90 0.10 3.69
F -6.23 -3.63 -2.20
N 1.44 0.23 3.09
Cl 4.88 2.15 3.14
H -1.44 2.14 1.46
H -2.81 -0.78 2.73
H 1.49 -0.30 0.20
H 3.39 -3.57 0.62
C -0.96 0.41 -2.69
C 2.28 -2.11 -0.67
H 0.06 4.56 0.35
H 1.48 1.97 -0.15
H 0.90 -1.04 -2.49
H 1.24 2.32 -2.75
C -2.50 -1.56 2.00
H 2.02 0.32 -2.75
S -0.76 0.37 -4.31
N 0.12 0.75 -1.74
H 3.07 -0.11 -0.65
N 3.64 1.00 3.30
C 2.37 1.20 2.94
S -2.52 0.05 -1.86
H 2.70 -2.18 1.49
H -0.67 0.25 2.56
H -3.70 -0.22 0.68
H 1.33 -2.67 -0.53
C -0.19 3.49 0.19
H -1.12 3.49 -0.41
C 0.29 0.78 2.59
H 2.78 -2.49 -1.59
H 4.15 -1.90 0.50
C 0.92 2.78 -0.66
F -3.43 -3.41 -1.84
F 2.38 3.48 2.04
H 1.67 3.56 -0.92
H -0.46 2.73 -2.44
H -1.57 -1.89 -0.82
H -1.39 -1.61 1.93
C 0.41 2.19 -2.01
C -1.97 -0.94 -0.40
H -0.82 3.59 2.26
C 3.21 -2.49 0.54
*
```

Calculated values
F_max ... 4.3 eV Å⁻¹
E ... -2821.17288 Ha
HOMO level ... -8.48 eV
E_LUMO ... -1.6 eV
HOMO-LUMO gap ... 6.8781 eV

Here are the Löwdin charges for atoms 1 to 2, given in e:
1. C -0.20
2. Al -0.06

Formula: C14H26AuINO3P2
Source: the OMol25 dataset
Level of theory: the ωB97M-V functional and the def2-TZVPD basis

Structure (ORCA input):
```
! RIJCOSX wB97M-V def2-TZVPD def2/J DEFGRID3
* xyz 2 4
H 2.05 -0.69 3.75
H 4.27 0.77 0.46
C -2.37 -1.69 0.00
C -3.27 0.00 -2.19
H -4.31 -0.26 -1.97
H -1.70 -1.79 0.87
H -2.86 -0.71 -2.92
C -1.24 -0.48 4.19
P -2.25 -0.02 -0.70
C -0.13 1.21 5.51
H -3.22 1.00 -2.62
H -2.78 0.82 1.51
H 2.15 -2.47 -0.63
C 0.03 -0.13 -6.62
Au 0.03 0.54 -1.21
H -0.19 2.06 6.19
H 0.93 -0.77 -6.61
C 1.12 -0.30 4.15
C -1.30 0.56 5.09
I 0.01 -0.99 -3.39
H -2.11 -1.02 3.83
H 0.03 0.51 -7.53
O 0.05 1.80 -5.05
H 4.36 -0.41 -1.94
H 3.31 0.85 -2.66
H 1.71 -1.75 0.96
O -0.01 -1.59 2.57
H 2.81 0.93 1.47
C 2.40 -1.69 0.10
H 2.05 1.16 5.42
C 3.20 1.03 0.45
O 0.02 2.37 1.34
H -2.99 2.06 0.26
C -3.14 1.01 0.49
H -4.21 0.78 0.46
H 3.43 -1.83 0.44
C 0.04 1.70 0.40
C 1.10 0.73 5.07
H -2.08 -2.44 -0.75
P 2.31 -0.05 -0.69
H 3.09 2.07 0.13
H -0.88 -0.75 -6.61
N -0.04 -0.81 3.62
H -2.28 0.85 5.47
C 3.32 -0.14 -2.18
C 0.04 0.67 -5.37
H 2.89 -0.87 -2.87
H -3.40 -1.86 0.31
*
```

Calculated values
F_max ... 3.7 eV Å⁻¹
E ... -1944.88911 Ha
HOMO level (spin up / spin down) ... -10.28 / -14.12 eV
E_LUMO (spin up / spin down) ... -7.4 / -9.6 eV
HOMO-LUMO gap (spin up / spin down) ... 2.9184 / 4.5084 eV
Energy relative to the best compared isomer or geometry (same formula, charge and spin) ... 5.6 kJ/mol

Here are the Löwdin charges for atoms 1 to 2, given in e:
1. H 0.15
2. H 0.07

Formula: C14H26BN9S4Zr
Source: the OMol25 dataset
Level of theory: the ωB97M-V functional and the def2-TZVPD basis

Structure (ORCA input):
```
! RIJCOSX wB97M-V def2-TZVPD def2/J DEFGRID3
* xyz 0 1
H 9.09 3.55 11.07
H 5.41 8.21 4.65
H 6.71 8.54 8.04
N 8.65 8.92 6.97
C 10.71 8.67 7.64
C 6.94 4.99 10.82
C 6.52 5.33 5.75
H 5.10 5.63 3.98
N 9.45 8.53 8.04
S 7.56 10.14 10.57
C 8.21 5.51 12.80
H 5.98 6.53 11.84
H 6.53 4.28 5.94
S 11.32 6.90 10.48
H 7.25 5.74 13.15
C 9.21 6.56 13.30
N 9.24 5.94 8.66
H 8.76 3.91 8.89
Zr 8.98 7.81 10.17
H 8.16 8.30 12.88
N 6.75 7.47 6.11
N 8.25 5.48 11.34
C 5.80 5.99 4.73
B 7.07 8.77 6.92
H 9.75 8.52 12.64
H 11.60 8.53 8.24
H 8.39 4.50 13.27
S 13.62 8.89 10.46
H 10.20 6.30 8.48
C 5.97 6.16 10.85
C 12.03 8.55 10.62
H 6.61 4.12 11.36
S 10.74 9.62 10.86
H 10.26 6.22 13.21
C 9.43 9.22 5.95
H 4.98 5.86 10.64
N 6.06 9.05 12.71
C 10.76 9.06 6.34
C 6.54 9.56 11.79
H 10.19 4.97 11.44
H 6.52 9.63 6.28
H 11.69 9.11 5.79
H 8.67 5.96 7.83
H 6.38 6.93 9.01
H 10.40 4.16 8.96
H 9.07 6.68 14.32
C 9.34 4.63 10.83
H 7.14 4.69 9.83
H 6.12 8.08 10.15
N 6.51 7.20 9.96
H 8.95 9.59 5.04
N 7.14 6.22 6.53
C 5.92 7.35 5.05
N 9.02 7.83 12.59
C 9.46 4.68 9.29
*
```

Calculated values
F_max ... 3.0 eV Å⁻¹
E ... -2706.69685 Ha
HOMO level ... -8.14 eV
E_LUMO ... -0.5 eV
HOMO-LUMO gap ... 7.6164 eV
Energy relative to the best compared isomer or geometry (same formula, charge and spin) ... 98.8 kJ/mol

Here are the Löwdin charges for atoms 1 to 2, given in e:
1. H 0.14
2. H 0.11

Formula: C14H26Cl20FINO
Source: the OMol25 dataset
Level of theory: the ωB97M-V functional and the def2-TZVPD basis

Structure (ORCA input):
```
! RIJCOSX wB97M-V def2-TZVPD def2/J DEFGRID3
* xyz -1 1
H 0.62 8.26 -0.82
H -2.89 -5.87 2.50
Cl -1.90 -2.17 -1.05
H -0.23 1.74 0.74
C -5.96 -3.25 4.09
H 0.02 -2.42 1.48
H -1.34 -0.29 2.36
H -0.19 -1.07 0.39
C -0.69 2.65 -5.34
H -0.91 7.42 -1.15
Cl 2.47 0.59 -1.99
C -1.98 -3.89 -1.42
H 6.75 0.96 3.43
Cl 3.91 3.07 -8.46
Cl -1.41 -4.95 -0.11
Cl -5.24 -4.16 5.42
Cl 6.31 3.26 3.45
C 0.30 -1.36 1.31
C 3.15 2.13 -2.54
C 0.09 7.31 -0.76
Cl -2.33 1.13 -0.13
H -3.02 -4.15 -1.62
H -1.51 1.99 -5.55
Cl -4.83 -2.95 2.77
Cl -0.01 6.83 0.94
H -6.80 -3.81 3.71
H 5.16 1.92 -6.83
C 7.37 1.85 3.49
Cl 8.50 1.85 2.13
Cl 4.92 2.12 -2.55
H -1.05 3.60 -4.95
Cl -1.61 -4.08 3.30
H -1.45 3.02 0.96
H -6.65 -1.53 -0.03
I 4.54 0.32 1.08
C -7.29 -2.40 -0.18
H 7.94 1.87 4.41
H -0.09 -1.00 3.41
O 4.54 -1.66 3.25
C 4.17 2.34 -6.87
H 1.95 -1.76 3.16
Cl -0.46 3.10 -1.18
C -1.06 2.28 0.28
N 1.70 -1.19 1.11
Cl -1.31 -6.94 3.88
C -2.43 -5.63 3.45
C -0.28 -0.49 2.47
H -8.18 -2.13 -0.74
Cl 0.18 2.98 -6.86
H 2.82 2.33 -3.54
H -6.29 -2.29 4.48
Cl 0.95 6.12 -1.74
C 2.41 -1.82 2.16
C 3.81 -1.26 2.37
Cl -6.40 -3.61 -1.10
Cl -7.78 -3.01 1.40
H 2.81 2.91 -1.86
H 3.42 1.57 -6.72
F 0.38 0.73 2.55
Cl 4.02 3.52 -5.57
H -3.18 -5.56 4.22
H -1.37 -4.08 -2.30
H 2.59 -2.90 1.96
Cl 0.35 1.91 -4.13
*
```

Calculated values
F_max ... 2.3 eV Å⁻¹
E ... -10280.38097 Ha
HOMO level ... -2.39 eV
E_LUMO ... 1.8 eV
HOMO-LUMO gap ... 4.1511 eV

Here are the Löwdin charges for atoms 1 to 2, given in e:
1. H 0.02
2. H 0.00